1.
187
Properties=species:S:1:pos:R:3 method="wB97M-V/def2-TZVPD" e_lumo_ev=0.5
C 15.0205 10.7450 16.5448
C 15.6236 12.0944 16.3372
C 14.9711 12.6329 14.9915
O 14.7675 11.7018 13.9723
C 15.9444 11.3928 13.2691
N 15.3076 13.1476 17.3217
H 15.2729 10.3123 17.5215
H 15.3326 10.1257 15.7424
H 13.9376 10.8035 16.4666
H 16.6961 12.0299 16.2641
H 15.3361 13.5273 14.5322
H 13.9422 12.8693 15.3132
H 16.5036 12.3408 13.0907
H 15.6457 10.9265 12.3659
H 16.6459 10.7658 13.8411
H 15.8263 13.0634 18.1770
H 14.3797 13.1772 17.6993
C 12.2276 8.0998 15.2754
C 11.5594 9.0566 14.3319
C 10.6125 10.0222 15.0253
O 9.4858 9.3707 15.5826
C 8.3540 10.2341 15.6577
N 12.4832 9.7094 13.4408
H 12.9269 7.5110 14.7149
H 11.4847 7.5015 15.8295
H 12.7376 8.6894 15.9960
H 10.9814 8.3768 13.7116
H 10.3208 10.7445 14.2363
H 11.1094 10.6608 15.8100
H 7.5011 9.5777 15.9344
H 8.2275 10.7159 14.7016
H 8.3651 10.9533 16.5094
H 11.9460 10.0745 12.6317
H 12.8926 10.5352 13.8404
C 22.1434 13.3856 16.8030
C 20.8059 12.8293 17.2857
C 20.2724 13.3894 18.5382
O 21.1068 12.9708 19.5947
C 20.7167 13.4437 20.8582
N 19.7867 13.1183 16.2416
H 23.0069 13.0484 17.4110
H 22.1385 14.4587 16.9134
H 22.2500 13.1846 15.7392
H 20.9525 11.7737 17.3057
H 19.2637 12.9417 18.7231
H 20.1208 14.4587 18.4657
H 21.3800 13.0491 21.6102
H 19.7051 13.2302 21.1061
H 20.8420 14.5237 20.9390
H 19.3469 14.0372 16.3755
H 18.9417 12.5086 16.3053
C 12.1307 14.4944 13.0303
C 12.5296 14.0038 11.6731
C 13.5790 14.8708 10.9769
O 13.0492 16.2253 11.0116
C 13.7960 17.1790 10.2745
N 12.8399 12.5549 11.8260
H 11.3696 13.7781 13.3099
H 11.7634 15.4942 13.1069
H 12.9357 14.3284 13.7711
H 11.6303 14.1348 11.1140
H 13.7415 14.5600 9.9430
H 14.5817 14.8051 11.4740
H 14.1316 16.7341 9.3168
H 14.7023 17.4980 10.8428
H 13.1447 18.0464 10.1233
H 13.0098 11.9944 10.9935
H 13.7290 12.3777 12.3145
C 12.1437 16.8408 18.0678
C 12.4960 15.5390 17.3156
C 11.2668 14.8971 16.5754
O 10.4336 14.3983 17.6117
C 9.3842 13.6877 17.0200
N 13.5811 15.9146 16.4555
H 12.9726 16.9062 18.8173
H 11.1635 16.8425 18.5842
H 12.0081 17.6749 17.4024
H 12.7222 14.8019 18.0642
H 11.5447 14.0676 15.9427
H 10.8098 15.6772 16.0000
H 9.7301 12.9850 16.2652
H 8.6625 14.4493 16.6133
H 8.7732 13.1518 17.7516
H 14.2516 16.5682 16.9426
H 14.1559 15.1435 16.1729
C 14.8236 15.4928 20.5148
C 16.1230 15.0417 21.2189
C 16.0129 13.5330 21.6157
O 15.6980 12.6849 20.4474
C 15.6137 11.3028 20.6168
N 17.2621 15.2213 20.3665
H 13.9802 15.1792 21.1352
H 14.7203 15.0526 19.4793
H 14.9195 16.5799 20.3695
H 16.2724 15.4997 22.2169
H 15.2352 13.3491 22.3356
H 17.0118 13.3700 21.9659
H 15.9426 11.0152 21.6767
H 16.1307 10.7409 19.8171
H 14.5752 11.0870 20.5547
H 16.9610 15.5138 19.3863
H 17.9382 15.9439 20.6229
C 12.9852 8.9103 19.2254
C 11.5031 9.2507 19.7439
C 11.1916 10.6520 19.1493
O 12.1510 11.5267 19.7309
C 11.6316 12.6011 20.4758
N 10.5817 8.2339 19.3351
H 13.1471 8.7813 18.1706
H 13.4623 8.0093 19.6191
H 13.6660 9.7123 19.4745
H 11.6702 9.1936 20.8290
H 10.2006 11.0130 19.3556
H 11.3635 10.6977 18.0829
H 11.4134 13.4644 19.8768
H 12.3477 12.9450 21.1935
H 10.7419 12.3850 21.0849
H 9.7817 7.9654 19.9335
H 10.2570 8.3171 18.3917
C 19.5397 12.8947 7.2800
C 19.5582 13.2271 8.7580
C 18.3543 12.6068 9.6024
O 17.2572 12.6048 8.7544
C 16.2580 13.5569 9.1423
N 20.7545 12.7532 9.4951
H 18.6893 13.3700 6.7486
H 19.5567 11.7994 7.1172
H 20.4633 13.3580 6.8499
H 19.5800 14.3250 8.9279
H 18.1635 13.1632 10.5101
H 18.5781 11.5278 9.7781
H 15.5811 13.7178 8.3462
H 16.7210 14.5075 9.4309
H 15.7175 13.1860 10.0492
H 21.6289 13.1195 9.1606
H 20.9410 11.7751 9.4272
C 13.6392 20.6091 14.7006
C 13.7334 19.3238 13.8471
C 15.0559 18.5540 14.0806
O 15.1151 17.5510 13.0949
C 16.2834 16.7281 13.3228
N 12.5939 18.3581 13.9788
H 14.2776 21.3631 14.3026
H 13.8755 20.4455 15.7658
H 12.5641 20.8954 14.7164
H 13.7336 19.6307 12.8259
H 15.0619 18.1283 15.1032
H 15.8801 19.2378 13.9552
H 16.1869 16.2626 14.2954
H 17.2113 17.3613 13.3400
H 16.4389 16.0530 12.5142
H 12.6521 17.5764 13.3155
H 12.6848 17.8681 14.8425
C 15.7293 9.3244 9.3921
C 14.7190 8.9412 10.4204
O 14.2639 10.1813 11.0337
H 16.4113 10.0422 9.7732
H 15.1907 9.6874 8.4662
H 16.3159 8.4136 9.1521
H 15.1203 8.3022 11.2182
H 13.8908 8.4026 9.9495
H 13.8288 10.0230 11.8509
C 18.3150 9.2229 19.9108
C 17.2330 8.1951 19.5942
O 17.5593 7.4791 18.3768
H 18.3861 9.8865 19.0562
H 19.2614 8.7668 20.0006
H 18.0795 9.9313 20.7730
H 16.2342 8.6480 19.5163
H 17.1712 7.5042 20.4325
H 16.9898 6.6843 18.3669
C 19.5283 14.7915 13.1499
O 19.1518 15.6339 13.9539
N 19.4808 15.0104 11.7994
N 19.9714 13.5810 13.3804
H 20.0220 14.4364 11.1738
H 19.5050 15.9933 11.5522
H 20.5901 13.1055 12.7551
H 19.9724 13.3389 14.4078
C 17.1517 16.6736 16.6723
O 16.3306 17.1856 17.4590
N 18.1723 17.4662 16.1176
N 17.1803 15.3019 16.3454
H 18.1149 18.4813 16.1158
H 18.5293 17.0848 15.2094
H 16.4291 14.6667 16.6301
H 17.8056 15.0578 15.5861

2.
54
Properties=species:S:1:pos:R:3 method="wB97M-V/def2-TZVPD" smiles=CCNCCCN.O.O.O.O.O.O.O.O.O.O.O e_lumo_ev=-0.5
C 0.3754 -2.9566 1.9760
C 1.1962 -1.6961 2.5431
N 0.3312 -0.4084 2.4101
C 0.9255 0.9014 2.7881
C 1.1169 1.8691 1.4393
C -0.1705 2.8314 1.3055
N -0.7868 2.5862 -0.0193
H -0.0810 -2.6471 1.0644
H 1.1264 -3.6132 1.5621
H -0.1696 -3.3833 2.8000
H 1.5618 -1.7868 3.5507
H 2.1913 -1.4470 1.9928
H -0.0348 -0.3539 1.4473
H 0.1166 1.2845 3.4272
H 1.8437 0.6664 3.4246
H 2.1077 2.6224 1.4629
H 1.1414 1.3656 0.4481
H -0.9003 2.8476 2.0318
H 0.2977 3.8075 1.2360
H -0.0947 2.5511 -0.7905
H -1.4579 1.7956 -0.1175
O 1.4827 -0.5224 -1.9218
H 1.4079 0.3876 -2.5044
H 1.3142 -0.1029 -1.0311
O -2.0631 0.0929 4.0329
H -1.2552 -0.4343 3.5541
H -2.3829 -0.5078 4.6807
O 2.1512 3.1773 -2.5816
H 3.0264 2.9774 -2.2336
H 1.6270 2.2529 -2.6942
O 3.9870 0.2402 -1.1600
H 3.7003 0.4050 -2.0319
H 3.2280 -0.3369 -0.8532
O -2.3787 0.2950 1.4343
H -2.6851 0.7574 2.3685
H -1.6883 -0.3575 1.7379
O -0.5227 -0.5591 -0.6144
H -1.1606 -0.1289 -1.1968
H -0.5215 -1.6079 -0.8031
O -3.7058 0.6551 -3.5359
H -3.3023 0.4064 -2.7846
H -3.0989 1.3737 -3.8390
O -4.3577 -1.4893 1.9513
H -3.9391 -1.8886 2.6492
H -3.8480 -0.9028 1.4349
O -0.9394 -0.9611 -4.3495
H -0.5093 -1.8250 -4.0132
H -1.8617 -1.2205 -4.2754
O 2.4502 -3.7045 -2.2184
H 1.9183 -3.6155 -1.3404
H 3.0224 -2.9394 -2.1436
O 0.2006 1.2554 -3.5787
H -0.0883 0.3446 -3.6805
H 0.1562 1.6474 -4.4411

3.
11
Properties=species:S:1:pos:R:3 method="wB97M-V/def2-TZVPD" smiles="O=C1NN1/C=C/O" e_lumo_ev=0.6
O 2.9534 -1.3079 0.2892
C 1.8937 -1.0215 0.7149
N 1.0562 -0.6243 1.7185
N 0.4978 -0.7948 0.4105
C -0.2658 0.0353 -0.4752
C -1.4996 0.5561 -0.3060
O -2.1278 1.2012 -1.2999
H 1.0477 0.3958 1.9113
H 0.0724 0.1282 -1.4981
H -2.0146 0.6520 0.5838
H -1.6136 0.7798 -2.0492

4.
75
Properties=species:S:1:pos:R:3 method="wB97M-V/def2-TZVPD" total_charge=-1 e_lumo_ev=2.3
Ti 0.6915 -0.1848 0.2118
Cl 2.4681 -6.7498 1.8930
C 1.5545 -5.3670 1.3580
C 2.0218 -4.0995 1.6872
C 1.3236 -2.9781 1.2672
N 1.7272 -1.6452 1.4208
C 2.7140 -1.2917 2.2508
O 3.2061 -1.8873 3.2072
C 3.3466 0.0023 1.7870
C 4.5450 0.4403 2.3266
C 5.2357 1.4451 1.6739
C 4.7158 1.9660 0.4964
C 3.4880 1.5101 0.0530
N 2.8036 0.5708 0.7073
C 0.1332 -3.1375 0.5308
C -0.3282 -4.4027 0.2124
C 0.3888 -5.5196 0.6257
Cl -0.2137 -7.0975 0.2056
N -0.5151 -1.9302 0.2678
C -1.8220 -1.8233 0.5808
O -2.7306 -2.6227 0.3996
C -2.0356 -0.6336 1.4908
C -3.2452 -0.4558 2.1498
C -3.2897 0.3527 3.2652
C -2.1107 0.9349 3.7145
C -0.9577 0.7367 2.9827
N -0.9126 -0.0028 1.8754
H 2.9181 -3.9939 2.2782
H 4.9207 -0.0593 3.2083
H 6.1862 1.7963 2.0562
H 5.2479 2.7185 -0.0688
H 3.0086 1.8981 -0.8364
H -1.2473 -4.5162 -0.3421
H -4.1036 -1.0029 1.7861
H -4.2179 0.5044 3.8013
H -2.0813 1.5313 4.6158
H -0.0235 1.1761 3.3045
C -0.5387 -1.2883 -5.6443
C -0.1575 -2.3882 -4.6619
N 0.9935 -2.0240 -3.8490
C 0.7772 -1.2558 -2.7064
S 2.0720 -1.1224 -1.5628
N -0.3459 -0.6652 -2.5475
N -0.4435 0.1331 -1.4220
C -1.7129 0.6882 -1.3304
C -2.7921 0.0304 -2.1658
C -2.0439 1.7516 -0.5310
C -3.3635 2.3545 -0.5986
C -3.8158 3.2412 0.3067
C -2.9513 3.6329 1.3824
C -1.6731 3.2094 1.3507
N -1.1483 2.3807 0.3884
H -1.4016 -1.5874 -6.2438
H -0.7912 -0.3828 -5.0946
H 0.2959 -1.0730 -6.3138
H -1.0148 -2.6168 -4.0191
H 0.1076 -3.2958 -5.2084
H 1.6359 -2.7773 -3.6677
H -2.7780 0.3683 -3.2055
H -2.6150 -1.0431 -2.1819
H -3.7813 0.1948 -1.7485
H -3.9947 2.0921 -1.4321
H -4.8044 3.6713 0.2057
H -3.2818 4.2702 2.1899
H -0.9996 3.5206 2.1295
C 0.5211 3.9012 -1.3336
O 0.7520 2.5465 -1.0028
C 0.2920 2.1092 0.2932
C 1.0415 2.9457 1.3341
H 1.1985 4.5861 -0.8070
H -0.5115 4.1985 -1.1247
H 0.6992 3.9920 -2.4048
H 2.1005 2.9320 1.1088
H 0.7389 3.9976 1.3170
H 0.9241 2.5896 2.3568

5.
16
Properties=species:S:1:pos:R:3 method="wB97M-V/def2-TZVPD" total_charge=+2 e_lumo_ev=-9.3
C -1.1341 0.9277 -0.7859
C 0.6322 -1.7689 -1.9873
C 0.2255 0.4235 1.7382
N -0.2772 0.1433 -1.0058
N -2.1420 1.7853 -0.6266
N 1.0949 -0.4054 2.1821
O 0.5003 -0.8323 -0.7748
H 0.2189 -2.7916 -1.6425
H 1.6778 -1.7733 -2.3005
H -0.0889 -1.4972 -2.7267
H -0.6425 -0.0118 1.3602
H 0.5579 1.4156 1.6183
H -3.0492 1.3157 -0.7238
H -2.1922 2.7261 -1.0214
H 1.0072 -1.3512 2.4258
H 2.0429 -0.0009 2.4123

6.
79
Properties=species:S:1:pos:R:3 method="wB97M-V/def2-TZVPD" spin_multiplicity=3 total_charge=+1 e_lumo_ev="-2.9 / -2.2"
V -0.4063 0.0953 -0.0179
C -1.1351 -0.1927 2.0009
C 0.1261 -0.8560 1.9466
C 1.1163 0.1662 1.6981
C 0.3968 1.3860 1.5309
C -0.9838 1.1907 1.7714
C -2.0531 2.2644 1.8268
C -2.7677 2.3498 0.4694
C -1.4274 3.6239 2.1516
C -3.0791 1.9113 2.9090
C 2.6405 0.1960 1.8949
C 3.1385 1.6475 1.9879
C 2.9750 -0.4471 3.2526
C 3.4599 -0.4967 0.7854
C 0.1883 -2.3420 2.3477
C 0.2322 -2.4108 3.8877
C -1.0985 -3.0655 1.9018
C 1.3500 -3.1663 1.7770
H -2.0690 -0.6696 2.2409
H 0.8477 2.3543 1.3955
H -2.0677 2.5904 -0.3363
H -3.5313 3.1296 0.4936
H -3.2498 1.4008 0.2346
H -0.7728 3.9684 1.3484
H -0.8524 3.5824 3.0786
H -2.2159 4.3664 2.2743
H -3.6114 0.9917 2.6606
H -3.8154 2.7104 2.9959
H -2.5938 1.7838 3.8781
H 2.6831 2.1706 2.8306
H 2.9554 2.2139 1.0732
H 4.2165 1.6267 2.1506
H 2.3087 -0.0744 4.0320
H 3.9995 -0.1946 3.5285
H 2.9049 -1.5299 3.2203
H 3.7013 0.2098 -0.0094
H 2.9305 -1.3373 0.3481
H 4.4023 -0.8599 1.1994
H -0.4810 -1.7153 4.3331
H 1.2232 -2.1894 4.2769
H -0.0328 -3.4195 4.2093
H -1.9658 -2.7614 2.4879
H -0.9734 -4.1381 2.0560
H -1.3031 -2.8938 0.8450
H 2.3131 -2.6712 1.8537
H 1.1757 -3.4113 0.7343
H 1.4110 -4.1056 2.3287
C -3.6251 -0.3027 -4.2957
C -2.9590 0.0873 -2.9900
O -3.5768 1.1883 -2.3447
P -2.9296 -1.3082 -1.7676
O -2.1292 -2.5162 -2.3950
O -4.4397 -1.7790 -1.8493
O -2.5184 -0.9789 -0.3742
P -1.1930 0.6053 -3.1380
O -0.5275 -0.6114 -3.9774
O -0.8363 1.9087 -3.7036
O -0.6913 0.3658 -1.7023
H -4.6726 -0.5476 -4.1205
H -3.1441 -1.1784 -4.7315
H -3.5705 0.5304 -4.9973
H -4.5335 1.0643 -2.3367
H -1.1523 -2.4635 -2.3145
H -4.7219 -2.3297 -1.1032
H -0.5355 -0.4029 -4.9249
C 3.8071 1.6505 -3.9988
C 3.1526 0.3944 -3.5703
N 3.4070 -0.7816 -4.0297
N 2.6093 -1.6160 -3.3168
C 1.8774 -0.9938 -2.3879
S 0.9083 -1.7852 -1.2581
N 2.2086 0.3145 -2.5551
N 1.6954 1.3737 -1.8222
H 4.4568 1.4308 -4.8411
H 4.4197 2.0605 -3.1927
H 3.0738 2.4010 -4.2962
H 2.6312 -2.6064 -3.4877
H 2.4098 2.0871 -1.7506
H 0.8897 1.7565 -2.3109

7.
49
Properties=species:S:1:pos:R:3 method="wB97M-V/def2-TZVPD" smiles="COc1ccc(NC(=O)CC(=O)Nc2ccc(OC)cc2OC)c(OC)c1" e_lumo_ev=0.8
C 1.1378 4.6098 -5.6830
O 1.7114 4.4656 -4.4069
C 1.6553 3.2405 -3.8081
C 1.0664 2.1096 -4.3500
C 1.0770 0.9181 -3.6393
C 1.6681 0.8374 -2.3922
N 1.7273 -0.3344 -1.6295
C 1.1694 -1.5380 -1.8837
O 0.4823 -1.8213 -2.8432
C 1.4699 -2.5460 -0.7737
C 0.7172 -2.0677 0.4621
O 1.2123 -1.3094 1.2652
N -0.5593 -2.5229 0.5072
C -1.4805 -2.1997 1.5256
C -2.7332 -1.7129 1.2051
C -3.6502 -1.3729 2.1870
C -3.2954 -1.5123 3.5211
O -4.0929 -1.2002 4.5811
C -5.3728 -0.6758 4.3241
C -2.0401 -2.0227 3.8555
C -1.1311 -2.3875 2.8765
O 0.0718 -2.9603 3.1163
C 0.5264 -3.0404 4.4445
C 2.2698 1.9874 -1.8394
O 2.8386 1.8210 -0.6079
C 3.3986 2.9420 0.0304
C 2.2558 3.1715 -2.5476
H 0.0626 4.4049 -5.6663
H 1.6205 3.9561 -6.4167
H 1.3017 5.6491 -5.9641
H 0.5956 2.1304 -5.3189
H 0.6177 0.0386 -4.0580
H 2.1752 -0.2057 -0.7285
H 2.5372 -2.5549 -0.5562
H 1.1430 -3.5351 -1.0898
H -0.9370 -2.9479 -0.3277
H -2.9967 -1.5896 0.1649
H -4.6168 -0.9972 1.8953
H -5.8179 -0.4933 5.3010
H -5.3173 0.2666 3.7701
H -5.9950 -1.3867 3.7709
H -1.8169 -2.1324 4.9034
H -0.1048 -3.7033 5.0461
H 0.5695 -2.0523 4.9110
H 1.5317 -3.4543 4.3846
H 2.6546 3.7302 0.1794
H 4.2462 3.3427 -0.5344
H 3.7443 2.5834 0.9986
H 2.7032 4.0722 -2.1620